ORCA calculation (ωB97M-V/def2-TZVPD) on a molecular structure, C56H55BiN4O2P2S4.

The geometry in ORCA input format:
```
! RIJCOSX wB97M-V def2-TZVPD def2/J DEFGRID3
* xyz 2 1
Bi 0.305 0.150 0.412
C 3.470 5.013 -0.817
S 2.087 4.807 0.320
C 1.835 3.097 0.259
S 0.546 2.563 1.312
N 2.596 2.378 -0.504
N 2.317 1.038 -0.514
C 3.215 0.287 -1.028
C 3.072 -1.170 -1.035
C 4.136 -1.984 -1.386
C 3.987 -3.360 -1.258
C 2.788 -3.866 -0.791
C 1.763 -2.977 -0.488
N 1.900 -1.665 -0.617
H 3.686 6.079 -0.821
H 4.331 4.455 -0.460
H 3.191 4.680 -1.813
H 4.124 0.743 -1.412
H 5.060 -1.550 -1.743
H 4.801 -4.024 -1.514
H 2.634 -4.928 -0.669
H 0.798 -3.333 -0.148
C -2.547 0.961 -2.928
N -3.688 0.173 -2.579
C -3.415 -1.227 -2.357
P -2.409 -1.673 -0.834
C -3.648 -2.211 0.385
C -3.183 -2.881 1.519
C -4.066 -3.326 2.488
C -5.428 -3.084 2.350
C -5.893 -2.382 1.250
C -5.009 -1.939 0.273
C -1.720 -3.243 -1.478
C -2.185 -4.513 -1.152
C -1.646 -5.635 -1.768
C -0.654 -5.501 -2.728
C -0.194 -4.236 -3.073
C -0.718 -3.119 -2.444
C -5.005 0.684 -2.621
C -5.269 2.053 -2.542
C -6.570 2.529 -2.601
C -7.642 1.662 -2.733
C -7.386 0.305 -2.840
C -6.088 -0.180 -2.799
P -1.261 1.553 -1.641
C -0.159 2.369 -2.837
C 0.832 1.545 -3.373
C 1.684 2.005 -4.364
C 1.556 3.305 -4.831
C 0.554 4.123 -4.330
C -0.311 3.657 -3.350
C -2.149 2.745 -0.602
C -3.198 2.210 0.149
C -3.932 3.015 1.005
C -3.619 4.359 1.132
C -2.556 4.891 0.417
C -1.816 4.089 -0.438
H -2.854 1.893 -3.404
H -1.921 0.411 -3.643
H -2.840 -1.625 -3.200
H -4.336 -1.803 -2.303
H -2.120 -3.070 1.632
H -3.699 -3.869 3.349
H -6.121 -3.440 3.100
H -6.951 -2.183 1.141
H -5.399 -1.384 -0.572
H -2.974 -4.634 -0.420
H -2.019 -6.617 -1.509
H -0.251 -6.377 -3.217
H 0.570 -4.124 -3.830
H -0.358 -2.132 -2.719
H -4.471 2.766 -2.423
H -6.740 3.596 -2.538
H -8.655 2.036 -2.770
H -8.200 -0.393 -2.985
H -5.934 -1.240 -2.954
H 0.929 0.521 -3.019
H 2.442 1.351 -4.775
H 2.220 3.673 -5.601
H 0.430 5.125 -4.719
H -1.112 4.296 -3.010
H -3.461 1.162 0.043
H -4.758 2.596 1.562
H -4.197 4.990 1.794
H -2.293 5.934 0.532
H -0.963 4.513 -0.945
O -1.067 -0.102 2.521
S -1.170 0.224 4.003
C -0.871 -1.358 4.834
C 0.570 -1.795 4.613
C 1.586 -0.914 5.365
C 2.837 -0.565 4.565
S 2.385 0.556 3.222
O 1.999 -0.383 2.076
C 3.959 1.224 2.753
C 4.242 2.535 3.105
C 5.457 3.083 2.718
C 6.357 2.325 1.983
C 6.054 1.014 1.630
C 4.846 0.454 2.011
C -2.907 0.386 4.372
C -3.804 0.434 3.323
C -5.155 0.594 3.607
C -5.586 0.704 4.919
C -4.668 0.666 5.962
C -3.319 0.512 5.694
H -1.594 -2.053 4.404
H -1.101 -1.208 5.891
H 0.767 -1.789 3.539
H 0.672 -2.831 4.937
H 1.892 -1.406 6.288
H 1.116 0.028 5.665
H 3.323 -1.430 4.109
H 3.561 -0.022 5.174
H 3.520 3.121 3.660
H 5.696 4.103 2.987
H 7.304 2.755 1.687
H 6.765 0.428 1.064
H 4.586 -0.563 1.742
H -3.449 0.335 2.307
H -5.871 0.625 2.797
H -6.639 0.820 5.135
H -5.004 0.764 6.985
H -2.605 0.513 6.508
*
```

- Frontier orbital gap: 5.90 eV
- Highest occupied orbital energy: -11.5 eV
- DFT total energy: -5026.062942 hartree
- LUMO energy: -5.64 eV


ORCA calculation (ωB97M-V/def2-TZVPD) on a molecular structure, C56H60ClN4O4PTi.

The geometry in ORCA input format:
```
! RIJCOSX wB97M-V def2-TZVPD def2/J DEFGRID3
* xyz -1 2
Ti 0.696 -0.051 0.769
C 2.485 2.016 -2.541
C 1.853 2.609 -1.280
C 2.724 3.775 -0.805
C 0.400 3.021 -1.499
C 0.164 4.108 -2.337
C -1.115 4.589 -2.577
C -2.191 3.916 -2.026
C -2.012 2.787 -1.230
C -3.234 1.962 -0.852
C -4.170 2.688 0.120
C -4.007 1.552 -2.114
C -0.705 2.366 -0.896
N -0.518 1.318 0.022
C -1.085 1.485 1.297
C -1.160 0.472 2.208
N -0.774 -0.843 1.881
C -1.174 -1.918 2.711
C -2.456 -2.001 3.303
C -2.763 -3.089 4.125
C -1.870 -4.116 4.354
C -0.620 -4.043 3.761
C -0.252 -2.974 2.958
C 1.205 -2.874 2.534
C 2.014 -2.342 3.719
C 1.829 -4.173 2.029
C -3.576 -0.979 3.115
C -4.910 -1.655 2.762
C -3.776 -0.128 4.373
H 3.464 1.586 -2.310
H 2.625 2.800 -3.294
H 1.866 1.239 -2.980
H 1.863 1.857 -0.501
H 2.847 4.516 -1.600
H 3.720 3.414 -0.532
H 2.299 4.274 0.064
H 1.011 4.602 -2.802
H -1.269 5.464 -3.199
H -3.200 4.257 -2.243
H -2.885 1.049 -0.375
H -4.632 3.557 -0.361
H -3.640 3.035 1.011
H -4.974 2.018 0.444
H -4.327 2.427 -2.687
H -4.898 0.982 -1.845
H -3.390 0.926 -2.766
H -1.374 2.489 1.585
H -1.431 0.703 3.231
H -3.742 -3.133 4.592
H -2.136 -4.950 4.993
H 0.102 -4.827 3.957
H 1.270 -2.158 1.730
H 2.040 -3.099 4.511
H 1.567 -1.436 4.133
H 3.034 -2.101 3.419
H 1.646 -5.009 2.709
H 2.910 -4.044 1.943
H 1.439 -4.451 1.050
H -3.318 -0.310 2.298
H -5.355 -2.137 3.636
H -4.789 -2.415 1.988
H -5.627 -0.907 2.408
H -4.054 -0.765 5.217
H -4.577 0.605 4.221
H -2.869 0.412 4.652
Cl -0.817 -0.028 -3.155
C -0.608 -1.616 -3.821
C -0.216 -1.694 -5.149
C -0.110 -2.931 -5.757
C -0.427 -4.070 -5.041
C -0.818 -3.970 -3.708
C -0.887 -2.747 -3.049
P -1.363 -2.484 -1.260
C -1.377 -4.206 -0.576
C -2.440 -4.643 0.218
C -2.391 -5.867 0.873
C -1.274 -6.682 0.750
C -0.201 -6.253 -0.017
C -0.245 -5.020 -0.656
C -3.169 -2.214 -1.546
C -3.871 -1.609 -0.504
C -5.241 -1.387 -0.603
C -5.920 -1.743 -1.757
C -5.225 -2.314 -2.815
C -3.859 -2.548 -2.711
H -0.010 -0.782 -5.697
H 0.206 -2.998 -6.792
H -0.377 -5.044 -5.513
H -1.095 -4.871 -3.180
H -3.319 -4.021 0.333
H -3.225 -6.175 1.492
H -1.232 -7.636 1.263
H 0.693 -6.862 -0.092
H 0.621 -4.683 -1.214
H -3.328 -1.320 0.392
H -5.771 -0.918 0.216
H -6.987 -1.573 -1.836
H -5.746 -2.577 -3.729
H -3.336 -2.998 -3.545
O 4.114 2.313 5.473
C 3.438 3.402 5.169
O 3.471 4.393 5.859
C 2.622 3.389 3.909
C 1.942 4.501 3.492
N 1.315 4.159 2.349
N 1.533 2.900 1.993
C 2.308 2.405 2.922
C 2.700 0.940 2.832
O 3.548 0.520 3.601
O 2.128 0.214 1.947
H 3.983 1.608 4.783
H 1.884 5.483 3.934
H 0.741 4.733 1.755
C 1.916 -1.079 -0.724
C 3.379 -1.257 -0.434
C 4.243 -0.166 -0.258
C 5.602 -0.333 -0.028
C 6.155 -1.608 0.051
C 5.317 -2.705 -0.102
C 3.958 -2.526 -0.345
H 1.830 -0.440 -1.613
H 1.508 -2.055 -1.000
H 3.833 0.839 -0.280
H 6.234 0.540 0.100
H 7.216 -1.740 0.230
H 5.724 -3.709 -0.040
H 3.320 -3.397 -0.469
*
```

- Frontier orbital gap (spin up / spin down): 6.08 / 6.51 eV
- Highest occupied orbital energy (spin up / spin down): -3.8 / -4.2 eV
- DFT total energy: -4341.143813 hartree
- LUMO energy (spin up / spin down): 2.28 / 2.28 eV